1.
The following is a DFT calculation (ωB97M-V with the def2-TZVPD basis set) of C40H57AgN4O5S2Sb2 as an isolated structure.

```
111
Properties=species:S:1:pos:R:3
Sb 0.700 2.786 -0.515
Sb 3.318 -0.113 0.867
Ag -1.804 0.467 0.405
S 0.076 1.144 2.705
S -3.528 2.651 2.163
O -3.752 1.375 2.796
O 1.303 -6.457 -1.686
O -2.982 3.688 3.009
O 1.515 1.581 2.807
O -2.905 3.168 -1.400
N -2.701 2.505 0.770
N 2.092 -3.265 1.956
N -1.578 -1.472 -0.097
N 2.133 -4.106 -0.377
C 2.061 -3.683 0.877
C -0.812 -1.081 -3.055
C 4.091 -0.530 2.830
C 4.680 2.063 -0.805
C -1.603 -2.237 -2.466
C 0.262 3.696 -2.418
C 5.658 1.847 -3.027
C 4.671 1.600 0.615
C 2.357 -6.505 -0.750
C -1.972 -3.245 -3.339
C -0.370 0.031 5.168
C 3.080 -5.170 -0.690
C -2.977 -3.851 0.787
C -6.981 4.302 -0.183
C -7.220 4.111 1.177
C 2.733 3.653 -0.452
C 0.024 4.468 0.646
C -0.610 1.336 4.381
C 0.029 -0.648 2.874
C -6.233 3.595 2.011
C 4.698 -1.449 -0.140
C -1.609 0.225 -3.105
C 0.927 -4.091 -1.224
C -1.771 -3.947 1.727
C -1.909 -2.323 -1.028
C -5.022 3.274 1.431
C -4.776 3.459 0.087
C 4.728 2.749 -3.529
C 3.799 3.311 -2.671
C 5.625 1.521 -1.681
C 0.323 -5.478 -1.306
C -2.653 -4.405 -2.960
C 0.479 -0.908 4.299
C -5.751 3.981 -0.743
C 0.556 -0.881 -2.393
C -3.375 3.032 -0.285
C -2.948 -4.533 -1.597
C 3.752 2.991 -1.311
C -2.595 -3.587 -0.661
C -3.991 -2.831 1.319
H 1.171 -1.781 -2.499
H 3.688 -1.480 3.178
H -1.059 4.540 0.597
H -5.540 4.117 -1.795
H -0.109 -5.761 -0.339
H -8.189 4.365 1.589
H 0.639 -1.089 2.090
H -3.549 -1.835 1.302
H -2.516 0.093 -3.700
H 0.758 3.142 -3.216
H 0.599 4.735 -2.424
H 4.349 2.357 1.327
H -2.942 -5.158 -3.683
H 5.661 -1.466 0.373
H -0.462 -5.488 -2.059
H -1.182 -3.035 1.633
H -0.086 2.204 4.779
H -3.474 -5.425 -1.253
H 6.348 0.816 -1.284
H -4.888 -2.823 0.694
H -2.093 -4.070 2.769
H 3.077 4.025 -3.054
H 4.836 -1.112 -1.167
H 6.400 1.397 -3.677
H 2.579 4.685 -0.774
H -1.705 -3.123 -4.390
H -1.020 1.033 -3.552
H 4.277 -2.454 -0.162
H 0.483 5.384 0.267
H 3.004 3.656 0.601
H 4.727 3.015 -4.579
H 0.346 -1.957 4.565
H 3.878 -5.172 0.054
H 0.108 0.233 6.128
H 3.758 0.273 3.486
H 1.231 -3.760 -2.218
H 5.181 -0.577 2.799
H 1.100 -0.052 -2.864
H 3.512 -4.953 -1.671
H -4.289 -3.079 2.344
H -1.912 0.546 -2.107
H 5.660 1.240 0.906
H -7.770 4.703 -0.808
H -0.815 3.647 -2.562
H 1.968 -6.756 0.249
H -3.474 -4.832 0.796
H -1.668 1.580 4.275
H 0.312 4.314 1.687
H 0.207 -3.375 -0.826
H -1.008 -0.943 2.689
H 1.540 -0.668 4.391
H 3.039 -7.297 -1.069
H -1.136 -4.804 1.478
H 0.440 -0.675 -1.330
H -6.407 3.445 3.068
H -1.334 -0.438 5.373
H -0.614 -1.359 -4.100
```

Charge ... -2
Energy relative to the best compared isomer or geometry (same formula, charge and spin) ... 0.0 kJ/mol
Largest force on an atom ... 0.76 eV Å⁻¹
HOMO-LUMO gap ... 3.95 eV



2.
The following is a DFT calculation (ωB97M-V with the def2-TZVPD basis set) of C40H58I2N9O7P2V as an isolated structure in a non-equilibrium geometry.

```
119
Properties=species:S:1:pos:R:3
I 3.729 -0.810 -0.704
I 3.430 -2.232 -6.591
V -0.208 1.781 -1.037
P -0.947 -2.179 1.496
P -1.573 -1.935 -1.388
O -1.766 -0.475 -1.439
O -2.881 -2.787 -1.084
O -1.055 -0.725 1.629
O 0.109 -2.911 2.439
O -1.096 -2.388 -2.838
O -2.290 -2.928 1.835
O 1.158 0.653 -1.556
N 6.074 1.871 2.609
N -0.719 1.723 -3.205
N 5.298 2.779 2.180
N -1.848 2.467 -0.489
N 0.760 2.267 0.771
N -4.132 3.318 -0.002
N 0.205 3.634 -1.622
N 4.361 3.068 3.122
N 2.100 3.278 2.200
C 1.053 -1.742 4.288
C 2.612 -1.353 -4.861
C -2.332 -4.326 2.237
C 1.304 -2.226 2.877
C 1.531 -0.047 -2.604
C 4.567 2.286 4.226
C 0.951 5.061 -3.403
C -1.472 -4.010 -4.553
C -0.583 0.451 -3.930
C 1.969 2.783 0.931
C -4.849 -1.484 -0.558
C 2.465 -3.198 2.795
C -0.852 -3.770 -3.189
C 5.557 0.399 5.961
C 2.991 2.954 -0.137
C 0.900 3.057 2.850
C -4.153 -2.328 -1.611
C 2.749 -0.766 -2.570
C 3.312 -1.385 -3.666
C 0.929 5.884 -1.179
C 3.945 2.158 5.467
C 0.061 2.767 -3.874
C -2.922 2.872 -0.246
C 0.087 2.436 1.961
C -4.965 3.739 -1.126
C 1.371 -0.746 -4.924
C 0.809 -0.119 -3.822
C 1.262 6.077 -2.513
C 3.258 3.938 2.797
C -4.957 -3.550 -2.008
C 5.681 1.507 3.876
C 6.185 0.539 4.746
C -4.440 3.899 1.300
C 4.461 1.204 6.317
C -2.393 -4.400 3.753
C -0.457 -2.702 -0.183
C -3.544 -4.952 1.573
C 0.646 -4.024 -3.199
C 0.385 4.682 -0.783
C 0.424 3.874 -2.931
H 1.089 6.668 -0.452
H -1.342 -4.415 -2.452
H -3.511 -4.778 0.498
H -5.159 -4.170 -1.133
H 1.714 6.998 -2.852
H 2.659 2.434 -1.031
H 0.053 4.535 0.235
H 1.899 -1.153 4.631
H 3.401 -2.684 3.021
H -4.417 -4.152 -2.739
H 3.960 2.573 0.162
H 3.094 2.763 5.754
H 2.537 -3.621 1.793
H 3.634 4.696 2.110
H -0.842 0.579 -4.988
H -0.469 3.183 -4.737
H -5.068 -2.095 0.319
H -6.011 3.548 -0.888
H 0.919 -2.590 4.963
H 7.034 -0.064 4.455
H -4.698 3.167 -2.010
H 0.849 -5.054 -3.494
H 3.111 4.016 -0.367
H 0.815 -0.760 -5.854
H -4.196 -0.666 -0.254
H 2.922 4.416 3.714
H -5.478 3.683 1.555
H -1.325 -5.047 -4.850
H 0.982 2.307 -4.245
H -3.792 3.463 2.056
H 1.483 -1.369 2.219
H -3.285 -3.885 4.111
H 2.323 -4.008 3.512
H 0.152 -1.133 4.303
H -0.918 2.081 2.082
H -5.780 -1.082 -0.957
H 1.122 -3.352 -3.913
H 4.273 -1.874 -3.589
H 5.905 -0.348 6.661
H -4.458 -4.513 1.974
H -4.842 4.806 -1.338
H 1.118 5.179 -4.465
H -1.515 -3.924 4.185
H -1.281 -0.254 -3.492
H 4.007 1.065 7.289
H -3.956 -1.716 -2.497
H -1.422 -4.822 1.890
H 1.087 -3.852 -2.217
H -2.541 -3.799 -4.532
H -2.426 -5.441 4.072
H -3.555 -6.025 1.762
H -1.700 1.985 -3.183
H -4.299 4.983 1.289
H 0.564 -2.351 -0.362
H 0.745 3.344 3.876
H -0.516 -3.786 -0.273
H -5.907 -3.240 -2.442
H -1.000 -3.361 -5.293
```

Expectation value of S² ... 0.8088
Spin multiplicity ... 2
Charge ... +1
Largest force on an atom ... 2.26 eV Å⁻¹
HOMO-LUMO gap (spin up / spin down) ... 6.35 / 5.18 eV



3.
The following is a DFT calculation (ωB97M-V with the def2-TZVPD basis set) of C40H58N11O2S2SeTi as an isolated structure in a non-equilibrium geometry.

```
115
Properties=species:S:1:pos:R:3
Se 0.118 -0.332 -1.838
Ti 0.497 0.016 0.686
S 0.713 -2.203 1.495
S 0.795 2.469 0.055
O -3.646 -6.757 -0.850
O -1.925 -8.128 -0.638
N 1.360 0.140 4.902
N -0.753 3.596 -1.800
N 2.566 0.123 4.307
N -1.029 -2.899 -2.506
N 0.919 0.431 2.812
N -1.567 3.701 0.327
N -4.036 0.472 1.042
N 2.653 0.255 0.717
N -1.588 0.294 1.116
N 1.121 -2.798 -2.872
N 5.390 0.552 1.059
C -2.744 0.380 1.076
C 3.473 0.349 -0.331
C 4.777 -2.230 -1.874
C 1.405 -5.107 -3.878
C 0.463 -4.636 0.215
C 0.232 6.598 -2.148
C -0.666 -4.110 -3.091
C -4.877 -0.460 1.804
C -2.868 -1.083 -4.320
C 4.840 0.496 -0.147
C 0.062 -2.130 -2.397
C -2.497 -6.915 -0.544
C 1.370 4.398 -2.875
C 2.258 0.298 3.049
C -1.673 -1.320 -5.242
C -4.685 1.429 0.140
C 4.574 0.477 2.102
C 0.665 -6.223 -4.217
C 0.238 3.377 -2.863
C -0.671 4.824 2.366
C -0.612 3.294 -0.516
C -1.167 6.206 1.943
C -1.641 -5.784 -0.060
C -2.296 -4.700 0.520
C 5.585 -3.015 -2.903
C -0.188 -3.559 0.805
C -0.261 -5.742 -0.211
C -0.718 -6.286 -3.992
C 2.499 -2.319 -2.953
C -1.485 3.669 1.791
C 0.702 -4.049 -3.313
C 3.333 -2.711 -1.744
C 0.971 5.828 -3.241
C -1.577 -3.605 0.953
C 3.204 0.337 1.937
C 0.384 0.310 4.013
C -2.604 6.500 2.359
C -2.407 -2.511 -2.212
C -1.411 -5.236 -3.422
C -3.259 -2.284 -3.457
H 2.099 4.034 -3.604
H 4.784 -1.167 -2.142
H -1.064 2.709 2.083
H 5.261 -2.306 -0.899
H -4.251 -1.071 2.449
H 1.163 -7.073 -4.665
H -2.514 3.707 2.151
H -1.579 -0.513 -5.968
H 0.378 5.821 -4.161
H 0.143 7.651 -2.411
H 0.374 4.697 2.074
H 2.856 -2.302 -0.846
H -3.329 5.869 1.837
H -0.784 6.233 -1.981
H -2.833 -3.300 -1.590
H 0.768 6.539 -1.197
H 0.625 2.365 -2.758
H 0.271 -6.558 -0.688
H -4.284 -2.163 -3.098
H -2.347 -1.602 -1.614
H -3.924 2.028 -0.354
H -0.502 6.953 2.378
H -1.255 -7.186 -4.259
H -3.263 -3.187 -4.073
H -3.372 -4.746 0.632
H 1.289 0.020 5.901
H -2.681 -0.216 -3.677
H -5.346 2.078 0.714
H -2.081 -2.775 1.434
H -0.664 0.341 4.258
H -1.060 6.318 0.859
H -1.557 4.149 -2.057
H -2.473 -5.307 -3.228
H -0.319 3.418 -3.800
H -2.871 7.533 2.143
H 5.003 0.531 3.094
H -1.053 -8.136 -0.226
H -5.578 0.106 2.414
H 5.582 -4.080 -2.666
H 3.323 -3.800 -1.638
H -5.267 0.893 -0.610
H -0.726 -1.374 -4.703
H -0.711 4.737 3.456
H 1.871 4.388 -1.904
H -1.793 -2.250 -5.801
H 5.194 -2.894 -3.915
H -2.743 6.340 3.430
H 6.623 -2.685 -2.920
H 2.460 -1.235 -3.064
H -3.729 -0.826 -4.940
H 2.472 -5.065 -4.048
H 5.500 0.572 -1.001
H 3.021 0.298 -1.313
H -5.429 -1.104 1.119
H 1.884 6.374 -3.482
H 2.909 -2.730 -3.876
H 1.540 -4.620 0.111
H -2.279 4.310 -0.053
```

Expectation value of S² ... 0.7559
Spin multiplicity ... 2
Charge ... +2
Energy relative to the best compared isomer or geometry (same formula, charge and spin) ... 0.0 kJ/mol
Largest force on an atom ... 1.08 eV Å⁻¹
HOMO-LUMO gap (spin up / spin down) ... 7.28 / 7.21 eV



Number 1: molar mass 1089.441 g mol⁻¹, electronic energy -3577.39620 Eh. Number 2: molar mass 1143.660 g mol⁻¹, electronic energy -4800.67340 Eh. Number 3: molar mass 915.940 g mol⁻¹, electronic energy -6358.83288 Eh.